(1)
97
Properties=species:S:1:pos:R:3:forces:R:3:lowdin_charge:R:1 method="wB97M-V/def2-TZVPD" charge=+2 homo_energy_ev="-13.511 / -13.346" s_squared=0.7622 de_lowest_kj_mol=75.99 molar_mass_g_mol=970.36 gap_ev="6.7 / 6.9" energy_ev=-106718.5765 spin_multiplicity=2
H 1.771 -2.757 2.327 0.0 0.1 0.0 0.05
C -2.434 3.007 -3.245 -0.1 -0.1 -0.1 -0.15
C 0.999 -4.002 -2.544 0.0 0.0 0.0 -0.01
C 3.478 -0.829 -3.035 0.0 0.0 0.0 -0.16
H -3.627 1.040 1.960 -0.1 0.0 0.0 0.09
H -2.455 -4.914 -0.243 0.0 0.0 -0.1 0.12
H 5.808 0.805 -2.223 -0.1 0.0 0.1 0.06
H 2.229 -4.301 -0.807 0.0 0.0 0.0 0.12
C 3.363 3.331 0.324 0.1 0.0 0.0 -0.15
H -2.966 -1.201 -2.354 0.0 0.1 0.0 0.10
O -1.059 1.144 0.792 -0.1 0.4 0.3 -0.64
O -1.135 -1.149 -0.093 0.4 0.1 -0.2 -0.67
H 0.933 2.854 2.025 0.0 -0.1 0.0 0.02
H -4.578 0.032 -0.715 0.0 0.0 0.0 0.13
C -2.178 4.061 4.711 0.0 0.0 0.0 -0.04
F 0.462 4.808 -0.999 0.1 0.1 0.1 0.14
H 2.334 2.839 -2.295 0.0 0.0 0.0 0.00
H 4.724 -2.215 -0.545 0.0 0.0 0.0 0.04
Re 0.307 0.286 -0.574 0.2 -0.4 -0.2 1.63
F -1.593 0.902 -2.616 0.0 -0.2 0.0 0.05
F -3.274 5.118 -3.815 0.0 0.0 0.0 0.17
Si 2.569 -1.409 0.421 -0.1 -0.3 -0.1 0.48
H -2.330 5.039 5.149 0.0 0.0 0.0 0.12
C -3.987 1.289 0.960 0.0 0.0 0.1 -0.19
H 5.471 1.673 -0.733 0.0 -0.1 0.0 0.02
H -0.217 -3.347 -4.208 0.0 0.0 0.0 0.13
N 0.827 -1.397 -1.700 0.0 0.1 -0.1 -0.16
C -1.491 2.250 -2.574 -0.1 0.1 -0.1 -0.15
H 2.395 1.810 -3.732 0.0 0.0 0.1 0.05
C -1.970 3.943 3.345 0.0 0.0 0.0 -0.07
O 0.456 2.117 -1.144 -0.4 0.2 0.0 -0.29
H 0.655 -1.415 2.029 0.1 0.0 0.0 0.01
H 5.578 -0.092 -0.730 0.0 0.0 0.0 0.03
C -1.761 1.535 3.595 0.0 0.0 0.0 -0.09
C 4.262 -2.182 0.442 0.1 0.0 0.0 -0.14
C -2.693 -2.990 -1.181 0.1 0.0 0.1 -0.40
C -0.478 2.822 -1.822 0.3 -0.1 0.0 -0.26
C 1.643 -3.595 -1.384 0.0 -0.1 0.0 -0.03
H -3.251 2.695 -0.572 0.0 0.0 0.1 0.09
F -1.340 6.303 -2.324 0.0 0.1 0.0 0.17
H 0.897 1.132 2.482 0.0 0.1 0.0 0.01
S -2.169 -2.204 0.314 0.0 0.0 0.1 1.12
H -1.944 0.794 5.596 0.0 0.0 0.0 0.12
H 4.321 -0.610 -3.701 -0.1 0.0 0.0 0.06
H 4.607 1.784 2.799 0.0 0.0 -0.1 0.05
C -3.627 -1.227 0.774 0.0 0.0 0.0 -0.27
C 2.942 2.119 -2.835 0.0 0.0 0.0 -0.15
H -5.048 1.502 1.078 0.0 0.0 -0.1 0.13
H 3.432 4.040 1.156 0.0 0.0 0.0 0.06
H -0.356 -1.014 -3.348 0.0 0.0 0.0 0.12
F -3.389 2.398 -3.941 0.0 0.0 0.0 0.15
C 2.316 0.358 -0.216 -0.4 -0.1 0.2 -0.57
C -3.429 -2.979 -3.452 0.0 0.0 0.0 -0.05
H 2.000 2.248 3.285 0.0 0.0 -0.1 0.06
C -1.779 2.676 2.808 0.1 0.0 0.0 -0.41
H 2.607 3.714 -0.359 0.0 0.0 0.0 0.01
C 1.573 -2.272 -0.976 0.0 0.1 -0.1 -0.29
Si 3.439 0.616 -1.835 0.1 0.0 -0.2 0.48
H -2.855 0.267 -0.545 0.0 0.0 0.0 0.06
H 4.937 -1.654 1.119 0.0 0.0 0.0 0.04
H -2.329 3.025 6.581 0.0 0.0 0.0 0.12
H 3.846 2.639 -3.167 0.0 -0.1 0.0 0.06
Si 2.907 1.683 1.073 -0.1 0.0 0.1 0.44
H 4.070 0.123 2.652 0.0 0.1 0.0 0.03
H 2.189 -1.129 2.861 0.0 -0.1 0.0 0.04
C -2.174 2.927 5.514 0.0 0.0 0.0 -0.04
C -0.457 4.215 -1.751 0.0 0.0 0.0 -0.16
C 5.227 0.773 -1.295 0.0 0.0 0.1 -0.16
H 4.327 3.340 -0.184 -0.1 0.0 0.0 0.03
H 4.174 -3.210 0.809 0.0 0.1 0.0 0.05
C 0.203 -1.777 -2.826 0.0 0.0 0.1 -0.12
C 4.344 1.008 2.070 0.0 0.0 0.1 -0.16
C -3.496 -4.371 -3.422 0.0 0.0 0.0 -0.04
C -3.028 -2.278 -2.328 0.0 0.0 0.0 -0.08
C -3.151 -5.069 -2.275 0.0 0.0 0.0 -0.04
C -3.268 2.557 0.512 0.0 0.1 0.1 -0.26
C -2.381 4.385 -3.177 0.0 0.0 0.0 -0.13
H -1.943 4.827 2.715 0.0 -0.1 0.0 0.12
H 2.593 -0.903 -3.669 0.0 0.0 0.1 0.03
C 0.281 -3.073 -3.287 0.0 0.0 0.0 -0.02
H 5.243 0.782 1.499 0.0 0.0 0.0 0.03
H -3.693 3.459 0.960 0.0 0.0 0.0 0.11
H 3.678 -1.807 -2.591 0.0 0.1 0.0 0.03
C 1.712 -1.698 2.058 0.0 0.0 0.0 -0.15
H 1.067 -5.031 -2.878 0.0 0.1 0.0 0.13
H -3.203 -6.150 -2.257 0.0 0.0 0.0 0.12
C -1.960 1.670 4.961 0.0 0.0 0.0 -0.04
C -1.388 4.988 -2.419 0.0 0.0 0.0 -0.13
S -1.534 2.603 1.054 -0.1 -0.2 -0.2 1.11
C -2.737 -4.377 -1.143 0.0 0.0 0.0 -0.07
H -3.700 -2.442 -4.352 0.0 0.0 0.0 0.12
H -4.461 -1.921 0.647 0.0 0.1 0.0 0.11
H -1.568 0.566 3.150 0.0 0.1 0.0 0.11
C 1.544 1.996 2.321 0.0 0.0 0.1 -0.17
C -3.771 0.096 0.014 0.0 0.0 0.0 -0.21
H -3.821 -4.911 -4.303 0.0 0.0 0.0 0.12
H -3.498 -1.060 1.845 0.0 0.0 0.0 0.09

(2)
107
Properties=species:S:1:pos:R:3:forces:R:3:lowdin_charge:R:1 method="wB97M-V/def2-TZVPD" charge=+2 homo_energy_ev=-13.173 de_lowest_kj_mol=29.72 molar_mass_g_mol=791.11 gap_ev=8.0 energy_ev=-119103.2468
C 1.150 2.671 3.422 -0.1 0.1 0.1 -0.06
C 4.864 -3.252 -0.884 0.1 -0.1 -0.1 0.02
H 1.310 3.224 4.350 0.0 0.0 0.0 0.10
H 0.097 -3.877 2.077 -0.1 0.0 0.0 0.08
C -1.118 -0.550 -2.719 0.0 0.0 0.0 -0.04
C 1.319 -3.776 3.746 0.0 0.0 -0.2 -0.19
C 0.758 3.635 -1.545 0.0 0.0 0.0 -0.14
H -4.804 -3.563 -0.979 0.0 0.0 0.0 0.09
C 4.046 -2.597 0.019 0.0 0.0 0.0 -0.26
H -0.141 3.353 -4.189 0.1 0.1 0.0 0.08
C -2.459 -0.845 -2.892 -0.1 -0.1 0.1 -0.14
H -4.057 1.379 -3.216 0.0 -0.1 0.0 0.09
N -0.392 -0.564 3.058 0.0 -0.1 0.2 -0.03
H -3.365 -1.155 1.715 0.0 -0.1 0.0 0.10
H 5.058 -2.047 1.825 0.1 -0.1 0.2 0.14
H -4.472 -2.233 -4.232 0.1 0.1 0.0 0.08
C -0.489 -0.929 -1.546 0.4 0.2 -0.1 -0.37
H 0.575 5.001 0.065 0.0 -0.1 0.0 0.11
N 2.741 -2.853 0.112 -0.3 0.2 0.2 -0.04
C -3.146 -2.227 1.750 0.0 0.0 0.0 -0.04
H -0.574 -1.905 4.659 -0.1 -0.1 0.0 0.10
H -1.660 4.532 -2.513 0.1 0.1 0.0 0.09
Zr 1.194 -1.260 1.420 1.3 -0.8 1.0 1.71
H -5.229 -2.112 -0.046 0.1 -0.1 0.0 0.10
O -0.412 -1.920 0.600 -0.9 -0.2 -1.0 -0.37
H -3.890 -2.694 2.400 0.0 0.0 -0.1 0.09
H 2.066 5.222 3.340 0.0 -0.1 -0.1 0.10
C -0.383 4.402 2.538 0.0 0.1 0.0 -0.03
H 0.249 2.064 3.579 0.1 0.1 0.0 0.07
H -0.189 0.422 2.940 -0.1 0.2 0.0 0.06
H 2.080 5.443 1.588 0.0 -0.1 0.1 0.08
C 2.431 -2.839 4.153 0.0 0.2 -0.1 -0.18
H -2.672 -4.764 -0.573 0.0 0.1 0.1 0.10
C 4.308 -4.201 -1.725 0.1 0.0 -0.1 0.00
C 0.955 3.680 2.284 0.0 0.0 -0.1 -0.52
C 0.946 3.069 0.865 0.0 0.2 0.2 -0.07
H -1.511 -0.245 -5.475 -0.1 0.1 0.0 0.09
H 5.356 -0.954 0.487 0.1 0.1 -0.1 0.15
H -1.947 1.271 -4.646 -0.1 -0.1 -0.1 0.08
H -1.457 -4.161 0.561 -0.1 0.0 0.0 0.05
C 0.609 4.133 -4.017 0.0 0.0 -0.1 -0.06
N 2.107 -1.437 3.792 -0.2 -0.1 0.1 -0.12
H 2.626 -2.932 5.220 0.1 0.0 0.1 0.13
C -3.203 -2.855 0.342 0.0 0.0 0.0 -0.51
H -5.103 -0.042 -3.051 0.1 0.0 -0.1 0.08
C -0.215 -0.897 4.484 0.0 0.0 -0.2 -0.19
H 2.981 -0.932 3.752 0.1 0.1 0.0 0.11
C -0.890 5.303 -2.404 0.0 0.0 0.0 -0.03
C -3.767 -1.676 -4.855 0.0 0.0 0.0 -0.03
C -2.348 0.360 -5.107 0.1 0.0 -0.1 -0.06
H 1.136 -3.931 -0.624 0.0 0.0 0.0 0.12
H -0.505 5.286 1.907 0.0 -0.1 0.1 0.09
C 1.158 1.388 -0.838 0.0 -0.2 -0.2 -0.39
H 1.419 6.579 -3.228 0.0 -0.1 0.1 0.09
H 3.082 4.187 2.322 -0.1 0.0 0.0 0.09
H -1.004 5.758 -1.416 0.0 0.0 -0.1 0.08
O 1.326 0.704 1.414 -0.3 0.8 -0.3 -0.39
H 0.427 4.926 -4.745 0.0 -0.1 0.0 0.10
H -4.136 -1.817 -2.011 0.1 0.0 0.0 0.10
H -5.145 -3.690 0.741 0.0 0.0 0.0 0.09
H -2.938 0.665 -5.974 0.0 0.0 0.1 0.10
C -2.534 -4.242 0.378 0.0 0.0 0.0 -0.03
C 1.568 5.821 -2.455 0.0 0.0 0.0 -0.04
Se 1.360 -0.469 -1.267 -0.2 0.3 -0.3 1.22
C 0.745 3.961 -0.193 0.0 0.1 0.0 0.03
C 4.599 -1.566 0.966 -0.3 0.1 0.0 -0.10
H 5.920 -3.011 -0.932 -0.1 0.0 0.0 0.14
H 1.512 0.306 4.789 0.1 0.1 0.0 0.11
H -2.167 -2.386 2.208 0.0 0.0 0.0 0.05
H 4.926 -4.724 -2.447 0.0 0.1 0.1 0.13
C 2.206 -3.769 -0.713 -0.1 0.1 0.2 -0.14
H 1.609 -4.801 3.958 0.0 -0.1 0.0 0.13
C -4.680 -3.059 -0.018 0.0 0.1 0.0 -0.05
H 2.581 5.419 -2.562 -0.1 0.0 0.0 0.09
H -2.975 -4.858 1.169 0.0 0.1 -0.1 0.10
H 1.037 1.967 -2.890 0.0 0.0 0.1 0.10
C 1.141 1.732 0.512 0.1 -0.2 0.2 -0.29
C 2.948 -4.465 -1.639 0.0 -0.1 -0.2 -0.01
H -2.949 -2.348 -5.130 -0.1 0.1 0.0 0.09
C -4.412 0.475 -3.722 0.0 0.0 0.0 -0.03
H 1.653 -4.159 1.769 0.1 -0.1 -0.2 0.08
C 0.998 2.304 -1.861 -0.1 0.0 -0.1 -0.04
H 1.465 -1.126 5.804 0.1 0.0 0.1 0.13
H 1.602 3.717 -4.223 -0.1 0.1 0.0 0.09
C 2.113 4.694 2.382 0.0 0.0 0.0 -0.03
H -0.434 4.735 3.579 0.0 0.0 -0.1 0.09
N 1.035 -3.566 2.305 -0.2 0.0 0.6 -0.03
C -1.135 -1.619 -0.536 0.2 -0.1 0.3 -0.30
H -4.977 0.782 -4.608 0.1 0.0 0.1 0.09
C -3.092 -1.566 -1.871 -0.1 0.0 -0.1 0.05
C -3.236 -0.423 -4.138 0.0 0.0 0.0 -0.55
H 1.500 6.322 -1.485 0.0 -0.1 -0.1 0.08
H 0.417 -3.581 4.316 -0.1 0.0 0.0 0.11
H 3.551 0.139 1.057 0.1 0.2 0.0 0.11
H -0.559 -0.020 -3.477 0.0 0.0 0.0 0.10
O 3.532 -0.735 1.461 0.1 -0.2 -0.1 -0.18
H 3.347 -3.119 3.630 0.1 0.0 -0.1 0.12
H -1.355 -0.692 2.773 -0.1 -0.1 -0.1 0.08
H 2.010 2.025 3.262 0.0 0.0 0.0 0.07
H -4.291 -1.386 -5.770 0.0 0.0 0.1 0.09
H -0.793 -0.237 5.124 -0.1 0.1 0.1 0.13
C -2.474 -1.983 -0.696 -0.2 -0.2 0.1 -0.08
C 0.515 4.711 -2.604 0.0 0.0 0.0 -0.55
H 2.469 -5.191 -2.284 0.1 0.1 0.1 0.13
H -1.078 6.081 -3.151 0.0 -0.1 0.1 0.09
C 1.255 -0.751 4.805 0.2 -0.1 -0.1 -0.16
H -1.230 3.736 2.348 0.0 0.0 0.0 0.09

(3)
13
Properties=species:S:1:pos:R:3:forces:R:3:lowdin_charge:R:1 method="wB97M-V/def2-TZVPD" charge=-1 homo_energy_ev=-4.933 de_lowest_kj_mol=355.40 molar_mass_g_mol=141.11 gap_ev=8.9 energy_ev=-28437.7482
H 0.599 -2.698 0.147 -1.3 1.1 -0.6 -0.09
H -0.118 2.020 -0.787 0.0 1.2 -0.2 0.06
H -0.772 -2.233 -1.582 0.3 0.5 1.6 -0.14
C -0.687 1.128 -0.925 -2.2 0.1 3.3 -0.21
O 1.965 0.860 1.430 0.6 0.1 -0.4 -0.38
H -1.143 1.086 -1.888 -0.1 -0.4 -0.7 0.04
P -0.603 -1.802 -0.055 1.4 0.2 -2.4 0.71
S 0.626 0.322 1.325 0.0 -0.4 1.4 0.33
H 1.282 -0.046 -0.956 -1.9 0.4 0.6 0.10
C 0.249 0.089 -0.451 1.1 -3.9 0.8 -0.59
O -0.372 1.198 1.935 -0.2 -0.2 -0.6 -0.39
O 0.522 -1.075 1.843 0.2 1.0 -0.1 -0.56
H -1.547 1.152 -0.035 2.0 0.2 -2.6 0.13